Density functional theory data (wB97M-V/def2-TZVPD) for one molecule with the formula C20H28N4O3S.

Summary:
ΔE to the lowest compared entry with this formula, charge and spin in kcal per mole: 41.4
Kohn-Sham gap in Ha: 0.2977
Max |F| in eV Å⁻¹: 0.8
SMILES string: CCOC(=O)c1sc2nc(N3CCOCC3)c3c(c2c1N)CC(C)(C)N(C)C3
Lowest unoccupied orbital energy in Eh: 0.0157
Molar mass in g/mol: 404.5

XYZ file:
```
56
Properties=species:S:1:pos:R:3:forces:R:3:nbo_charge:R:1
C 7.31992 0.32795 0.77062 -0.35 -0.19 -0.25 -0.623
C 6.70064 -0.73256 -0.12341 0.57 -0.22 0.11 -0.076
H 6.90869 -1.74112 0.24828 0.00 0.22 -0.13 0.213
H 7.08159 -0.65242 -1.14830 -0.07 -0.07 0.13 0.179
O 5.28604 -0.54637 -0.15787 -0.28 0.11 0.08 -0.548
C 4.51929 -1.67100 -0.21005 0.28 -0.06 -0.08 0.771
O 4.99425 -2.78249 -0.24774 -0.06 0.06 0.01 -0.607
C 3.10168 -1.39438 -0.22945 -0.58 -0.01 -0.02 -0.414
C 2.40814 -0.19781 -0.20789 0.62 -0.52 0.09 0.243
N 3.01780 1.02174 -0.07437 0.09 0.33 0.00 -0.798
H 2.59208 1.79493 -0.55720 0.03 -0.03 0.06 0.385
H 4.02476 0.97771 -0.13981 -0.09 0.10 -0.06 0.414
C 0.99017 -0.40301 -0.26561 -0.55 -0.44 -0.10 -0.217
C 0.67215 -1.77150 -0.36780 0.53 0.55 0.02 0.081
N -0.54911 -2.25614 -0.46053 -0.32 -0.26 0.02 -0.506
C -1.57278 -1.41385 -0.44553 0.62 0.03 -0.04 0.425
C -1.38412 -0.00825 -0.34375 0.03 0.12 0.12 -0.136
C -0.10058 0.49447 -0.24969 0.06 -0.20 0.03 0.171
C 0.13033 1.97367 -0.18107 -0.31 0.20 0.08 -0.472
H 0.51679 2.30085 -1.15151 0.07 0.08 0.00 0.222
H 0.87619 2.18492 0.58736 0.04 0.04 -0.03 0.228
C -1.13404 2.79296 0.12373 0.45 0.19 0.11 0.159
N -2.17213 2.28780 -0.77420 0.07 -0.18 -0.15 -0.457
C -3.35393 3.11007 -0.91720 0.03 0.02 0.03 -0.407
H -3.08470 4.09016 -1.29962 -0.07 0.07 -0.01 0.206
H -3.91995 3.23484 0.01919 -0.03 0.02 0.01 0.163
H -4.01114 2.63503 -1.64533 -0.05 0.03 0.00 0.205
C -2.55321 0.92773 -0.44676 -0.14 -0.04 -0.01 -0.239
H -3.14109 0.91119 0.49117 0.00 0.01 -0.12 0.167
H -3.20953 0.55982 -1.24316 -0.04 -0.01 0.12 0.224
C -1.47479 2.66733 1.62053 -0.03 -0.04 -0.31 -0.652
H -2.45789 3.08467 1.82796 -0.10 0.04 0.07 0.211
H -1.45591 1.62881 1.94205 -0.04 -0.11 0.11 0.214
H -0.74387 3.21679 2.20827 0.07 0.04 0.09 0.218
C -0.82155 4.26068 -0.18747 -0.11 -0.30 0.03 -0.618
H -1.59469 4.91923 0.19872 -0.07 0.12 0.02 0.212
H 0.12012 4.53854 0.28103 0.08 0.03 0.06 0.214
H -0.73133 4.40867 -1.26074 0.02 0.03 -0.14 0.217
N -2.82027 -1.97361 -0.66332 -0.20 0.03 -0.27 -0.440
C -2.83699 -3.32154 -1.21581 0.05 -0.37 0.09 -0.245
H -1.99921 -3.43087 -1.90182 -0.12 -0.05 -0.04 0.232
C -2.75395 -4.38725 -0.11973 0.17 0.04 -0.29 -0.092
O -3.79067 -4.21861 0.82768 -0.17 -0.10 0.01 -0.526
C -3.73900 -2.93480 1.39729 -0.11 0.36 -0.04 -0.084
H -4.56535 -2.88013 2.10884 0.08 0.07 0.01 0.194
C -3.87416 -1.84051 0.32745 -0.08 -0.17 0.44 -0.239
H -3.83703 -0.86747 0.80940 -0.05 0.02 -0.02 0.208
H -4.83430 -1.95352 -0.18641 0.01 0.07 0.09 0.202
H -2.78510 -2.79687 1.93194 -0.08 0.00 0.01 0.164
H -2.88521 -5.38558 -0.53850 0.07 0.04 -0.02 0.194
H -1.77433 -4.31745 0.37172 -0.13 -0.06 -0.05 0.187
H -3.78143 -3.42991 -1.75886 0.05 -0.05 0.00 0.198
S 2.06188 -2.80236 -0.34252 -0.05 0.25 0.00 0.437
H 8.39644 0.18834 0.80577 0.12 0.02 0.01 0.218
H 7.10514 1.32211 0.38585 0.04 0.13 0.01 0.205
H 6.91927 0.25036 1.77819 0.01 0.00 0.10 0.214
```
Positions in Å, forces in eV/Å.

***

Density functional theory data (wB97M-V/def2-TZVPD) for one molecule with the formula C20H28N4O4.

Summary:
ΔE to the lowest compared entry with this formula, charge and spin in kcal per mole: 43.9
Kohn-Sham gap in Ha: 0.3279
Max |F| in eV Å⁻¹: 0.4
SMILES string: C[C@@H]1ON=C(C(=O)NCC[C@H]2CCCN(C(=O)c3ccc(N)c(O)c3)C2)[C@H]1C
Lowest unoccupied orbital energy in Eh: 0.0265
Molar mass in g/mol: 388.5

XYZ file:
```
56
Properties=species:S:1:pos:R:3:forces:R:3:nbo_charge:R:1
C -4.38406 4.98874 0.46922 0.00 0.00 0.00 -0.627
C -2.90436 5.21413 0.69614 0.00 0.00 0.00 0.077
O -2.21682 5.12886 -0.58765 0.00 0.00 0.00 -0.361
N -1.60643 3.89781 -0.67804 0.00 0.00 0.00 -0.075
C -1.63067 3.31832 0.45266 0.00 0.00 0.00 0.101
C -1.02829 1.96472 0.64549 0.00 0.00 0.00 0.635
O -1.04890 1.43590 1.74639 0.00 0.00 0.00 -0.624
N -0.49139 1.40390 -0.45464 -0.01 0.00 0.00 -0.597
C 0.14876 0.10202 -0.40029 0.00 0.00 0.00 -0.220
C 1.57185 0.17636 0.14464 0.00 0.00 0.00 -0.390
C 2.26850 -1.17769 0.20937 0.00 0.00 0.00 -0.235
C 3.75098 -1.01852 0.54835 0.00 0.00 0.00 -0.392
C 4.44647 -2.36954 0.68393 0.00 0.00 0.00 -0.409
C 3.71286 -3.27380 1.67144 0.00 0.00 0.00 -0.214
N 2.30354 -3.38798 1.30751 0.00 0.00 0.00 -0.442
C 1.81811 -4.38695 0.50430 0.00 0.00 0.00 0.675
O 0.87324 -4.21111 -0.25021 0.00 0.00 0.00 -0.625
C 2.44512 -5.74251 0.61858 0.00 0.00 0.00 -0.145
C 2.79192 -6.31073 1.83522 0.00 0.00 0.00 -0.200
C 3.29436 -7.60361 1.87706 -0.24 -0.09 0.03 -0.243
C 3.42966 -8.36407 0.72289 0.32 0.11 -0.12 0.093
N 3.89774 -9.69038 0.72947 0.10 0.04 0.35 -0.796
C 3.09602 -7.77246 -0.50173 0.00 0.00 0.00 0.334
O 3.30417 -8.52876 -1.62095 0.00 0.00 0.00 -0.679
C 2.59402 -6.48716 -0.54748 0.00 0.00 0.00 -0.268
C 1.62283 -2.10038 1.24373 0.00 0.00 0.00 -0.221
C -2.23722 4.13751 1.55392 0.00 0.00 0.00 -0.294
C -1.16571 4.66058 2.50934 0.00 0.00 0.00 -0.602
H -4.92874 5.09491 1.40891 0.00 0.00 0.00 0.214
H -4.77639 5.71051 -0.24583 0.00 0.00 0.00 0.224
H -4.55808 3.98398 0.07995 0.00 0.00 0.00 0.215
H -2.70942 6.21832 1.07390 0.00 0.00 0.00 0.196
H -0.50627 1.93991 -1.30691 0.00 0.00 0.00 0.417
H -0.46779 -0.54246 0.22537 0.00 0.00 0.00 0.217
H 0.14806 -0.31766 -1.40712 0.00 0.00 0.00 0.203
H 2.15540 0.85257 -0.48804 0.00 0.00 0.00 0.202
H 1.54020 0.62289 1.14346 0.00 0.00 0.00 0.213
H 2.18174 -1.67338 -0.76596 0.00 0.00 0.00 0.206
H 4.24643 -0.40974 -0.21211 0.00 0.00 0.00 0.211
H 3.83507 -0.46985 1.49489 0.00 0.00 0.00 0.195
H 4.47394 -2.86940 -0.28989 0.00 0.00 0.00 0.200
H 5.48128 -2.24027 1.00938 0.00 0.00 0.00 0.213
H 4.16890 -4.25834 1.69685 0.00 0.00 0.00 0.226
H 3.76925 -2.85149 2.68023 0.00 0.00 0.00 0.191
H 2.66467 -5.74994 2.75216 0.00 0.00 0.00 0.220
H 3.56692 -8.04598 2.82848 0.00 0.00 0.00 0.209
H 4.73898 -9.81240 0.18066 -0.18 -0.07 -0.26 0.379
H 4.08483 -10.00616 1.67130 0.00 0.00 0.00 0.366
H 3.00796 -8.03646 -2.39322 0.00 0.00 0.00 0.482
H 2.29242 -6.04948 -1.49293 0.00 0.00 0.00 0.225
H 1.68974 -1.63501 2.23373 0.00 0.00 0.00 0.194
H 0.57695 -2.28803 1.02083 0.00 0.00 0.00 0.239
H -2.97489 3.55410 2.10662 0.00 0.00 0.00 0.237
H -0.65789 3.83152 2.99973 0.00 0.00 0.00 0.235
H -0.42685 5.25306 1.96640 0.00 0.00 0.00 0.209
H -1.61638 5.29358 3.27491 0.00 0.00 0.00 0.212
```
Positions in Å, forces in eV/Å.

***

Density functional theory data (wB97M-V/def2-TZVPD) for C20H28N5O3SV as an isolated structure.

Summary:
ΔE to the lowest compared entry with this formula, charge and spin in kcal per mole: 0.4
Kohn-Sham gap (spin up / spin down) in Ha: 0.2256 / 0.2558
Spin multiplicity: 3
Total charge: +2
Max |F| in eV Å⁻¹: 0.3
Lowest unoccupied orbital energy (spin up / spin down) in Eh: -0.2710 / -0.2407
Molar mass in g/mol: 469.5

XYZ file:
```
58
Properties=species:S:1:pos:R:3:forces:R:3:lowdin_spin:R:1
V 0.15590 0.06962 -0.34364 0.05 0.22 0.05 1.958
C -0.78535 -1.60559 1.85565 0.01 -0.01 0.00 0.002
C -2.08643 -1.44639 1.08860 -0.01 -0.03 -0.02 0.000
N -1.82233 -0.78186 -0.22076 0.04 -0.04 -0.09 -0.005
C -2.83224 0.24974 -0.57431 -0.02 0.02 -0.01 0.004
C -2.70103 1.51167 0.26660 0.02 -0.03 0.00 0.006
S -0.99590 2.17090 0.21013 0.01 0.01 0.04 0.001
C -0.44218 2.12674 1.94715 0.00 0.02 0.00 0.005
C -0.58870 0.76282 2.59688 0.01 -0.04 0.01 0.002
N -0.01377 -0.33367 1.76500 -0.04 0.01 0.00 -0.008
H -0.97240 -1.88226 2.89508 -0.01 0.00 0.00 0.000
H -0.16949 -2.38379 1.40361 -0.01 0.00 0.00 0.001
H -2.54640 -2.42063 0.92466 -0.01 0.00 0.01 0.000
H -2.80661 -0.84925 1.64668 0.01 0.00 0.01 0.000
H -1.90593 -1.49749 -0.95949 -0.06 -0.02 0.02 0.002
H -2.68946 0.48880 -1.62976 -0.02 -0.01 0.00 0.000
H -3.84079 -0.15764 -0.47042 0.00 0.00 0.00 0.000
H -3.36450 2.28537 -0.11470 0.00 0.00 -0.01 0.000
H -2.96519 1.34690 1.30964 -0.01 0.01 0.00 0.000
H 0.60216 2.43998 1.89326 0.00 0.00 -0.01 0.000
H -0.98440 2.88538 2.51032 0.00 0.00 0.00 0.000
H -0.10709 0.77672 3.57599 -0.01 0.01 0.00 0.000
H -1.63828 0.53839 2.77500 0.00 0.01 0.00 0.000
H 0.92878 -0.52011 2.09877 0.00 0.01 0.00 0.001
C -2.72954 -5.74920 -9.55076 0.01 0.00 -0.01 0.000
C -2.77296 -5.28881 -8.12224 -0.01 0.01 0.02 0.000
C -1.72293 -5.55097 -7.24700 0.01 -0.01 0.00 0.000
C -1.77561 -5.14998 -5.91941 0.02 -0.02 -0.05 0.000
C -2.88794 -4.46346 -5.45906 -0.07 0.06 0.00 0.000
N -2.95650 -4.03531 -4.08881 -0.02 -0.12 0.03 0.000
C -2.33937 -2.96297 -3.57787 -0.09 0.17 -0.02 0.000
O -2.45473 -2.61390 -2.39783 0.12 0.01 0.03 0.000
N -1.57626 -2.23551 -4.48811 0.06 0.04 0.05 0.000
C -1.01087 -1.01553 -4.13221 -0.07 -0.09 0.03 0.001
C -1.07058 0.11788 -4.93436 0.05 0.06 0.02 0.005
C -0.56990 1.32056 -4.44864 -0.03 -0.06 -0.05 -0.001
C -0.07712 1.38208 -3.16293 0.09 0.04 0.07 0.007
N 0.03091 0.27514 -2.40664 -0.24 -0.20 -0.04 -0.004
C -0.37355 -0.90278 -2.90492 0.09 0.08 -0.07 0.005
C -3.94632 -4.18281 -6.31642 0.04 -0.03 -0.01 0.000
C -3.88441 -4.59948 -7.63482 0.01 0.00 0.00 0.000
H -1.75411 -6.15750 -9.80737 0.00 0.00 0.00 0.000
H -2.94766 -4.92734 -10.23294 -0.01 0.00 0.00 0.000
H -3.47629 -6.52517 -9.72447 0.00 0.00 0.00 0.000
H -0.85474 -6.09091 -7.60301 0.00 0.00 -0.01 0.000
H -0.95999 -5.37974 -5.24516 -0.02 0.00 0.02 0.000
H -3.55295 -4.53145 -3.44346 0.02 0.00 0.01 0.000
H -1.68073 -2.46700 -5.46632 -0.01 0.01 -0.01 0.000
H -1.51892 0.06843 -5.91898 -0.01 0.00 0.00 0.000
H -0.60472 2.21719 -5.05045 0.00 0.00 -0.01 0.000
H 0.25880 2.31076 -2.72172 0.00 0.00 -0.01 0.000
H -0.19519 -1.77943 -2.30109 0.01 -0.05 -0.03 0.002
H -4.81515 -3.65188 -5.94788 0.00 0.00 0.02 0.000
H -4.71434 -4.38825 -8.29779 0.00 -0.01 -0.01 0.000
O 2.03545 0.55897 -0.07245 -0.02 0.07 0.05 -0.010
C 2.40513 -0.64115 -0.34111 0.09 -0.05 -0.01 0.015
O 1.50666 -1.49983 -0.51915 0.00 -0.03 -0.02 0.010
H 3.46822 -0.88468 -0.40982 -0.01 -0.02 0.00 0.001
```
Positions in Å, forces in eV/Å.